Record 1
31
Properties=species:S:1:pos:R:3:forces:R:3:lowdin_charge:R:1 method="wB97M-V/def2-TZVPD" homo_energy_ha="-0.069 / -0.141" charge=-1 gap_ev="5.6 / 7.5" s2=6.082 energy_ev=-53870.9367 multiplicity=5
H -2.889 -1.790 -1.438 -0.0266 -0.2408 0.3220 0.092
H 0.614 2.462 -1.017 0.2131 -0.0764 0.0500 0.053
C 1.058 0.678 1.854 1.7025 1.6635 1.3379 -0.144
H 0.737 -0.241 2.341 0.1201 0.0976 -0.0452 0.077
C 0.944 -1.755 -0.087 2.0813 -0.7748 0.0323 -0.161
C -0.286 0.136 -2.336 -0.5277 0.4876 -2.0612 -0.222
H -0.273 -4.373 0.453 -0.6068 0.7857 0.0920 0.043
C -0.892 -3.451 0.533 1.1883 1.3586 -0.6316 -0.018
C 1.925 1.583 2.535 -0.7607 -1.1829 -0.0925 -0.118
H -2.089 -0.950 1.743 0.6908 -0.7263 -0.7165 0.032
C 0.658 0.980 0.579 -1.4161 -0.7051 -1.9172 -0.169
H 1.420 -2.094 -1.021 -0.5071 -0.1401 0.4763 0.072
N -1.393 -0.872 0.974 -0.1996 -0.5503 1.5605 -0.001
H 2.954 3.471 2.446 0.4076 0.3905 0.4195 0.068
C -2.181 -1.003 -1.601 0.1430 0.8914 -2.5254 -0.176
C -1.214 1.099 -1.835 -1.7611 -0.9671 -0.5810 -0.179
C 0.973 2.172 -0.038 2.0314 1.5876 2.3217 -0.116
H -3.282 0.852 -0.949 0.2899 -0.1342 0.0721 0.091
C 2.304 2.787 1.952 -0.5397 -0.4857 -0.5917 -0.164
Co -0.541 -0.432 -0.492 1.1960 1.7059 4.7511 0.274
H 2.296 1.312 3.523 -0.0339 0.1255 -0.0075 0.077
H 0.698 0.338 -2.734 -0.0632 0.0672 0.0371 0.109
H 2.056 4.047 0.181 0.0471 -0.5391 0.5670 0.083
C 1.817 3.088 0.691 -0.9662 0.0290 -1.9306 -0.123
H 1.659 -1.580 0.715 -0.0566 0.4730 -0.2204 0.057
C -0.280 -2.234 0.319 -1.9754 -3.7271 1.9276 -0.400
H -1.085 2.158 -1.782 0.0511 0.2170 0.0809 0.076
C -2.402 0.395 -1.389 0.9259 0.2721 -1.3888 -0.134
H -1.958 -3.524 0.732 0.1696 -0.0641 -0.0094 0.023
C -0.883 -1.161 -2.252 -1.8084 0.0035 -1.5151 -0.210
H -0.464 -2.098 -2.600 -0.0083 0.1584 0.1862 0.106



Record 2
50
Properties=species:S:1:pos:R:3:forces:R:3:lowdin_charge:R:1 method="wB97M-V/def2-TZVPD" homo_energy_ha="0.003 / -0.058" charge=-2 gap_ev="4.1 / 5.8" s2=0.780 energy_ev=-142369.5709 multiplicity=2
H -4.362 -0.817 1.792 0.0027 0.0011 0.0077 0.063
C -2.673 1.438 -0.746 0.0736 -0.0154 -0.1376 -0.212
O 0.027 0.230 -2.368 -0.3006 0.0129 0.0717 -0.378
H -1.666 -0.844 6.002 -0.0164 0.0219 0.0074 0.038
S 1.494 5.204 2.391 0.0486 0.0175 0.0249 -0.425
C -0.564 0.275 4.467 0.0587 -0.0982 -0.0327 -0.255
C 0.358 -1.584 -4.183 -0.0450 0.0702 -0.0014 -0.663
C -3.899 -0.158 1.067 0.0338 0.0168 0.0068 -0.097
H 3.516 2.870 1.036 -0.0022 -0.0064 0.0057 -0.002
H 4.935 -0.816 -0.249 0.0035 -0.0009 -0.0008 0.006
O 0.875 -3.120 -1.203 -0.0542 -0.0112 0.0700 -0.249
C -0.743 0.625 3.104 0.0180 -0.0068 -0.0024 -0.678
C -1.379 -3.502 0.090 -0.0536 -0.0097 -0.0303 -0.677
S -0.822 -0.794 -2.974 0.1679 -0.0283 -0.0152 0.609
C 3.892 1.843 1.010 -0.0168 0.0106 0.0037 -0.276
S 0.319 3.412 -0.705 0.0126 0.0186 0.1076 -0.134
H -2.149 2.083 -1.448 0.0146 -0.0256 -0.0048 0.069
H 3.344 0.876 -2.811 0.0065 0.0150 -0.0121 -0.002
H 3.338 2.507 -2.130 0.0050 -0.0010 -0.0093 0.002
Si 2.997 0.808 -0.314 0.1386 -0.0701 -0.0892 0.415
Sb -0.202 3.883 1.664 -0.0419 -0.1819 -0.1813 0.310
O -0.051 -1.274 0.161 0.1941 0.0341 -0.1090 -0.343
F 0.285 -0.941 -5.355 0.0415 -0.0135 0.0606 0.128
H 3.727 1.417 2.003 0.0049 0.0133 0.0071 0.000
Sc 0.262 1.017 -0.264 -0.1011 0.3160 0.1447 0.284
H 3.609 -1.376 0.787 0.0009 -0.0052 -0.0023 0.009
C -3.961 1.057 -1.000 -0.0135 0.0158 0.0727 -0.106
C -1.973 0.178 2.586 -0.0245 0.0463 0.0410 -0.480
F -2.507 -2.913 0.449 0.0506 -0.0437 -0.0018 0.159
O -1.932 -0.390 -3.769 0.0266 0.0148 -0.0056 -0.248
C -4.573 0.176 -0.065 -0.0166 -0.0028 -0.0053 -0.110
S 0.597 1.412 2.269 -0.0927 0.0277 0.0281 0.475
C 3.844 -0.906 -0.173 -0.0220 -0.0142 0.0053 -0.267
N -1.938 1.059 0.320 -0.0026 -0.1511 -0.0065 -0.051
S -0.255 -2.344 -0.795 -0.0662 0.1726 0.0202 0.627
S -2.862 -0.655 3.861 0.0550 -0.0886 -0.0325 0.958
C 3.690 1.485 -1.970 -0.0191 -0.0212 0.0091 -0.269
H 0.336 0.538 5.007 0.0058 -0.0062 -0.0071 0.094
H 4.787 1.489 -1.983 0.0031 -0.0063 0.0137 0.006
F -0.742 -3.940 1.178 -0.0391 0.0061 -0.0330 0.144
C -2.587 0.346 1.325 -0.0184 0.0385 -0.0131 -0.322
F -1.665 -4.556 -0.684 0.0134 0.0447 0.0318 0.130
H 3.500 -1.585 -0.958 0.0068 -0.0055 0.0056 -0.002
H -5.564 -0.224 -0.246 0.0011 0.0046 -0.0014 0.087
H 4.973 1.873 0.826 0.0018 -0.0090 -0.0125 0.010
F 0.027 -2.861 -4.390 -0.0156 0.0350 -0.0245 0.130
N -1.223 -1.919 -1.974 0.0509 -0.1782 -0.0080 -0.270
C -1.586 -0.441 5.007 -0.0494 0.1024 0.0323 -0.464
H -4.459 1.386 -1.900 -0.0031 -0.0018 -0.0013 0.083
F 1.608 -1.528 -3.748 -0.0261 -0.0538 0.0035 0.146



Record 3
43
Properties=species:S:1:pos:R:3:forces:R:3:lowdin_charge:R:1 method="wB97M-V/def2-TZVPD" homo_energy_ha="-0.398 / -0.402" charge=+1 de_lowest_kcal_mol=12.4 gap_ev="7.3 / 7.4" s2=2.016 energy_ev=-139027.0214 multiplicity=3
H 4.060 4.044 2.938 0.0582 -0.0066 -0.0111 0.119
H 1.902 -1.882 -2.052 0.0332 0.0608 -0.2815 0.121
H -3.629 5.393 -2.791 0.0028 0.0078 -0.1452 0.110
N 2.069 1.811 -1.635 -0.1629 -0.2819 -0.1455 0.197
H -2.131 -1.024 2.396 0.0242 0.0827 -0.0344 0.125
H 1.320 1.233 -1.990 0.0429 0.3137 -0.0673 0.076
N 2.260 2.477 2.318 -0.3206 -0.0786 0.4516 0.187
C -3.889 4.238 0.214 0.0646 -0.4149 0.1768 -0.149
N -3.987 5.060 -0.809 -0.3149 0.9095 0.0239 0.059
H -2.108 -0.801 4.863 -0.1267 -0.0700 0.0119 0.116
N 1.129 -1.863 1.005 0.3189 -0.4363 1.1634 0.090
H -4.292 4.596 1.152 -0.0303 -0.0348 0.1240 0.108
N -0.579 0.295 2.098 0.5975 0.0341 -0.2920 0.033
C -3.524 4.680 -1.985 0.0523 -0.2991 -0.0941 -0.141
H -0.460 0.741 5.929 -0.0018 -0.0274 0.0668 0.121
N 4.066 3.836 1.955 0.0839 0.0628 0.0215 0.195
N 1.172 1.531 0.463 -0.3062 -0.5451 0.1773 0.095
C -3.307 2.983 0.122 0.0818 -0.0094 -0.1326 -0.117
C 3.127 3.041 1.453 -0.3316 -0.2563 -0.3993 -0.425
H 1.180 1.925 4.430 0.0241 0.0559 0.0795 0.116
N 3.103 2.837 0.136 0.2554 0.1820 -0.3070 0.188
C -0.485 0.606 4.858 -0.0397 -0.1025 -0.2256 -0.020
H 2.735 2.230 -2.260 -0.0007 0.0201 0.0308 0.123
H 3.402 -3.928 1.746 -0.1917 0.0276 -0.1547 0.121
N 2.758 -3.189 1.999 0.6907 -0.1745 1.0257 0.154
C -1.421 -0.366 2.883 -0.2579 -0.1606 0.0930 -0.097
N 2.168 -2.639 0.925 -0.9411 0.5394 -1.0469 -0.268
H -3.251 2.332 0.981 0.0299 -0.0203 0.0795 0.088
N 2.640 -2.770 -0.284 0.4232 -0.3254 -0.3162 0.153
H -2.589 3.159 -3.177 0.1057 -0.0016 -0.0915 0.098
C -1.407 -0.244 4.265 0.0939 0.1514 -0.0219 -0.023
H 4.718 4.282 1.334 -0.0169 0.0179 0.0461 0.121
C 0.415 1.271 4.044 -0.0032 0.0171 -0.3129 0.020
C 1.313 1.746 1.778 0.6623 0.4759 -0.5195 -0.265
N 0.895 -1.447 -0.218 0.0821 -0.0115 0.2025 -0.047
C -2.932 3.445 -2.196 0.1307 -0.3131 0.0305 -0.108
C 2.125 2.076 -0.329 0.0663 0.1212 0.4277 -0.425
C 0.343 1.087 2.669 -0.3620 -0.1668 0.6032 -0.187
H 2.117 -3.408 2.750 -0.1143 -0.0066 -0.2582 0.119
C -2.802 2.586 -1.111 0.2048 0.2246 0.4030 -0.613
C 1.824 -2.007 -0.994 0.0233 -0.0177 0.1158 -0.151
Se -1.940 0.888 -1.275 -1.1432 0.0491 -1.2565 0.742
Ni -0.326 0.201 0.027 0.5131 0.4075 0.7591 0.243



Record 4
36
Properties=species:S:1:pos:R:3:forces:R:3:lowdin_charge:R:1 method="wB97M-V/def2-TZVPD" homo_energy_ha=-0.552 charge=+2 de_lowest_kcal_mol=0.0 gap_ev=8.5 energy_ev=-46182.6718
H -4.815 -1.922 0.251 -0.0157 0.0233 -0.0236 0.131
H 0.399 2.611 -1.986 -0.2341 0.0137 -0.0871 0.047
C 1.264 0.488 3.903 0.1153 0.0001 0.0363 -0.278
H -2.957 -0.498 1.084 -0.0007 -0.0065 0.0214 0.124
H 0.317 4.307 -1.566 0.0097 0.0097 0.0115 0.109
C -2.916 -0.969 0.112 0.0241 -0.2746 0.1550 -0.106
C -0.623 -0.681 -2.699 -0.2418 -0.0084 -0.3998 -0.089
Pt -0.270 0.431 0.040 0.5137 -0.0560 0.3021 1.258
H -1.066 -0.297 -3.619 0.0755 -0.0416 -0.0592 0.154
H 0.121 -1.432 -2.960 0.2438 0.0909 0.2153 0.153
H -0.675 -3.153 3.127 0.0212 -0.0146 -0.0175 0.088
H 2.500 3.360 3.149 -0.0097 -0.0120 -0.0111 0.104
C -3.797 -2.365 -1.605 -0.0416 0.0427 0.0836 0.012
C -0.030 -1.180 2.684 -0.0665 -0.1545 0.0896 -0.587
H 1.852 1.034 4.623 -0.0154 -0.0061 -0.0155 0.105
C -3.936 -1.764 -0.358 -0.0077 -0.0709 -0.0512 -0.004
C 1.285 3.084 -0.115 -0.0039 -0.2115 0.2256 -0.578
C 2.057 3.107 2.200 -0.0084 0.0033 0.0852 -0.275
S 2.202 4.139 0.850 -0.0326 0.0846 -0.0130 1.198
N 0.169 -0.091 1.962 -0.4942 0.3201 0.0962 -0.109
C 0.946 3.418 -1.526 0.1927 0.1251 0.0494 -0.040
O -0.053 0.447 -1.991 -0.3667 0.0532 -0.9593 -0.214
C -1.725 -1.226 -1.852 0.0396 -0.0358 -0.1607 -0.241
C 1.333 2.016 1.870 -0.0566 -0.1397 -0.0839 -0.309
H -1.714 -2.332 1.978 -0.0241 0.0638 -0.0212 0.067
H 1.847 3.619 -2.106 -0.0086 0.0195 0.0196 0.106
N -1.800 -0.754 -0.605 0.0425 -0.2144 0.5800 -0.082
C -0.680 -2.464 2.285 -0.0408 0.1301 -0.1683 -0.051
N 0.914 1.998 0.546 0.3916 0.0873 0.0862 -0.119
C 0.942 0.846 2.642 -0.0384 0.1869 -0.0889 -0.309
S 0.651 -1.063 4.232 0.0380 -0.0330 0.1042 1.203
H 0.701 0.816 -2.463 0.1742 -0.0757 0.0402 0.122
H -2.575 -2.457 -3.378 -0.0075 -0.0157 0.0212 0.142
H -4.573 -3.012 -1.993 0.0163 -0.0230 0.0151 0.135
H -0.126 -2.925 1.466 -0.0192 0.0287 -0.0050 0.103
C -2.680 -2.078 -2.370 -0.1638 0.1111 -0.0726 0.028



Record 5
32
Properties=species:S:1:pos:R:3:forces:R:3:lowdin_charge:R:1 method="wB97M-V/def2-TZVPD" homo_energy_ha="-0.227 / -0.296" de_lowest_kcal_mol=5.5 gap_ev="6.6 / 6.6" s2=3.764 energy_ev=-29210.6739 multiplicity=4
Re 1.243 0.020 -0.735 -1.6380 2.2086 1.5688 1.176
C -0.013 0.014 2.269 -0.9137 -0.4546 0.6488 -0.728
C -0.044 -2.001 3.619 -0.2122 0.1626 -0.0687 -0.092
H -1.946 -2.478 4.532 0.1640 0.1325 -0.1627 0.097
H 1.726 -1.229 2.611 -0.2973 0.0029 0.0589 0.103
H 2.302 -2.320 -2.154 -0.4785 0.3650 0.5016 0.122
H 3.786 0.854 -1.187 0.4099 0.0667 0.2682 -0.043
C -0.531 -1.279 -0.574 -0.9074 -0.8445 0.0078 -0.225
H 0.721 -0.622 -3.617 0.3326 -0.2420 0.6870 0.126
H 1.402 3.374 -2.995 -0.8199 -0.3201 -0.7683 0.070
H -1.479 -0.124 -2.237 0.5401 0.0196 0.3030 0.099
C -1.400 -1.783 3.894 -0.0123 -0.0061 -0.0827 -0.099
N 2.881 0.491 -0.971 3.4042 1.7389 -0.7422 -0.308
H 0.592 4.520 -4.214 -0.1198 0.4211 0.4169 0.041
H -1.269 -1.087 0.208 0.3922 -0.5452 -0.1988 0.109
C 0.714 -2.029 -0.519 -0.9441 -0.8282 0.0293 -0.227
S 0.709 1.256 1.287 1.2873 0.2742 -0.8031 0.545
C 1.380 -1.848 -1.787 -0.0990 -1.0926 -1.2135 -0.234
H -1.843 1.110 2.125 -0.0434 -0.3128 0.1619 0.094
C 0.573 -0.962 -2.583 -0.2522 -0.8367 -0.6128 -0.213
H 0.466 -2.877 4.034 -0.1928 0.3612 -0.1137 0.104
H -1.974 1.829 -2.313 0.0613 -0.0109 -0.1572 0.033
C -2.068 -0.675 3.357 0.1426 -0.0729 0.0370 -0.093
C 0.463 3.785 -3.428 0.2539 0.3054 -0.4695 -0.031
C -0.610 -0.656 -1.851 -0.6539 -0.5814 0.2162 -0.212
C 0.661 -1.101 2.815 -0.4297 0.4945 -0.2030 -0.128
C -1.310 2.641 -2.051 -0.0227 0.0573 -0.8183 -0.035
C -0.697 3.369 -2.968 1.2453 -1.1050 1.3367 -0.153
H -3.124 -0.489 3.559 0.2809 -0.1970 0.0648 0.103
H 1.079 -2.614 0.342 -0.2866 0.4248 -0.6475 0.121
H -1.014 2.692 -1.017 -0.6121 0.7850 0.5193 0.039
C -1.377 0.220 2.550 0.4213 -0.3703 0.2356 -0.161



Record 6
30
Properties=species:S:1:pos:R:3:forces:R:3:lowdin_charge:R:1 method="wB97M-V/def2-TZVPD" homo_energy_ha=-0.320 de_lowest_kcal_mol=63.6 gap_ev=9.7 energy_ev=-14775.0061
C -1.709 0.008 1.827 3.5802 -0.6432 -0.4008 -0.080
C -2.962 -0.494 1.641 -0.0428 0.3865 0.8917 -0.081
C -3.656 0.003 0.556 -1.6322 1.0680 -1.8178 -0.299
H -1.469 2.229 -0.611 1.1081 1.3545 -1.4469 0.078
H 0.821 0.377 -2.674 1.0900 -1.1370 -1.1064 0.104
H -5.449 -1.231 0.766 0.0658 -1.1363 1.3323 0.052
H 0.094 0.909 0.906 -1.0807 0.2207 0.0530 0.107
C 2.416 -0.102 -1.412 1.9591 1.4285 -2.2588 -0.359
H -3.743 1.526 -0.981 -0.3204 0.1318 -0.3893 0.099
H 3.876 -0.684 2.066 0.2685 -0.5389 1.5144 0.069
H 0.892 -1.506 -0.818 -0.6731 0.3420 -0.5778 0.122
C -3.152 1.062 -0.225 1.4823 -1.2293 1.6608 -0.022
H 2.372 -0.757 -3.389 -1.7931 0.6699 0.3071 0.113
C 3.485 -0.629 1.101 1.2391 3.2578 -2.7789 -0.049
C 2.257 -1.077 0.698 2.6860 1.7045 -2.6764 -0.096
C 1.741 -0.895 -0.595 0.5352 -1.0622 2.8878 -0.077
C 4.223 0.280 0.177 -1.3733 -0.6791 -0.4861 -0.046
C -4.854 -0.752 0.036 2.9169 -2.3683 -0.5975 -0.054
H -1.041 -0.380 2.631 -0.8424 0.2695 -0.4300 0.109
H -4.272 -1.539 -0.645 -1.9107 1.1695 1.2542 0.141
C 3.665 0.490 -1.097 0.4488 -0.3439 2.2744 -0.059
H -3.394 -1.195 2.377 0.1639 0.3626 -0.7011 0.125
H 1.651 -1.563 1.288 -2.7219 -2.8337 3.5635 0.047
H -5.634 -0.332 -0.494 -0.8594 1.8508 -1.7931 0.039
H 2.457 0.973 -3.210 -0.7911 -0.5755 0.2663 0.080
C -1.780 1.415 -0.060 -3.1617 -0.0268 -0.8879 -0.108
C -1.010 0.792 0.830 0.5523 -1.3920 3.2676 -0.098
C 1.912 0.086 -2.778 0.7506 1.4078 -1.4348 -0.070
H 4.261 1.141 -1.752 -0.8349 -0.3279 -0.1085 0.108
H 5.132 0.920 0.342 -0.8091 -1.3301 0.6190 0.107